Density functional theory data (wB97M-V/def2-TZVPD) for a structure of composition C19H43BeN2O2P2.

Positions of all 69 atoms, in Å:
Be1 0.26590 0.01372 -0.31741
P1 0.19298 -2.29783 -0.30101
P2 0.18856 2.30578 -0.01791
N1 1.91885 0.02968 -0.64892
C1 1.83299 -2.37741 -1.11897
H1 2.34298 -3.30183 -0.83971
H2 1.67857 -2.36098 -2.20337
C2 2.72919 -1.19936 -0.82527
H3 3.41814 -1.38919 0.03853
H4 3.43762 -0.99136 -1.64655
C3 2.72520 1.28244 -0.67621
H5 3.43251 1.17276 -1.51790
H6 3.41505 1.36607 0.20301
C4 1.82739 2.48102 -0.82835
H7 1.66907 2.59184 -1.90484
H8 2.33424 3.36662 -0.44225
C5 0.28899 3.15732 1.56656
C6 -0.87861 2.87594 2.48667
H9 -0.64453 3.24358 3.48532
H10 -1.09381 1.81774 2.58032
H11 -1.78514 3.38051 2.17103
C7 -1.03698 3.17739 -1.11301
C8 -2.41192 3.38201 -0.43096
H12 -3.12108 3.70826 -1.21207
H13 -2.37720 4.17609 0.33523
H14 -2.79610 2.45058 0.01488
C9 -1.03089 -3.02223 -1.49409
C10 -2.40754 -3.30382 -0.84517
H15 -3.11737 -3.52679 -1.66073
H16 -2.78874 -2.43368 -0.28809
H17 -2.37839 -4.18589 -0.18327
C11 0.29053 -3.34342 1.16966
C12 -0.87912 -3.17695 2.11638
H18 -0.64298 -3.66640 3.06186
H19 -1.78512 -3.63949 1.73788
H20 -1.09167 -2.13671 2.33843
C13 -1.31774 -0.03240 0.42536
C14 -0.50146 4.49887 -1.69730
H21 -0.37760 5.26499 -0.91401
H22 0.44977 4.35121 -2.22614
H23 -1.25443 4.86352 -2.41794
C15 -0.50140 -4.26126 -2.23755
H24 -1.25342 -4.53242 -2.99769
H25 0.44928 -4.05440 -2.74462
H26 -0.37910 -5.11909 -1.55780
C16 0.54081 -4.80295 0.86456
H27 0.84741 -5.31442 1.77831
H28 -0.34939 -5.32586 0.52742
H29 1.33267 -4.98740 0.14220
C17 0.54193 4.64127 1.44768
H30 -0.34615 5.20493 1.17964
H31 0.85054 5.03483 2.41665
H32 1.33276 4.91336 0.75414
H33 1.18026 2.70629 2.01151
H34 1.18392 -2.95396 1.66745
H35 -1.20094 2.47006 -1.95498
H36 -1.19055 -2.21503 -2.24124
O1 -2.40369 -0.06217 0.91565
H37 1.15938 0.07534 -1.33726
H38 -0.38865 0.09171 -1.54162
C18 0.51638 -0.27444 4.34238
C19 0.87015 -0.18746 2.92633
N2 2.20703 -0.16761 2.63344
O2 0.01359 -0.12907 1.97391
H39 0.89684 -1.20550 4.80124
H40 -0.56210 -0.27870 4.41450
H41 0.89742 0.59277 4.91263
H42 2.49063 -0.10813 1.66568
H43 2.88927 -0.20922 3.30909

As for the net charge: +1. The value obtained for the molecular weight is 402.5 g mol⁻¹. For the highest occupied orbital energy, the calculation gives -0.38070 hartree. As for the relative energy (zero: lowest compared OMol25 entry of this formula, charge and spin): 16.5 kcal/mol. For the total energy, the calculation gives -46448.92612 eV. Its LUMO energy is -2.15 eV. As for the HOMO-LUMO gap: 8.2071 eV.